{
  "formula": "C7H14ClNP2",
  "method": "ωB97M-V/def2-TZVPD",
  "orbital_gap_ha": [0.256, 0.226],
  "e_lumo_ev": [0.4, -2.7],
  "spin_multiplicity": 3,
  "homo_energy_ha": [-0.243, -0.324],
  "total_charge": 0,
  "species": ["C", "C", "C", "C", "C", "C", "C", "N", "P", "P", "Cl", "H", "H", "H", "H", "H", "H", "H", "H", "H", "H", "H", "H", "H", "H"],
  "coordinates": [[0.764565, -1.691775, 0.348673], [2.134134, 1.218085, -0.310307], [1.284809, 0.493112, 1.985010], [-2.134499, -0.715127, 0.616947], [-1.378074, -1.394187, -1.689758], [0.951461, 0.726095, 0.478957], [-1.102193, -0.430908, -0.514500], [0.244446, -0.511221, 0.010763], [0.349335, -3.425307, 0.118926], [2.227970, -2.484846, 0.860492], [-1.877088, -4.260154, 0.765097], [1.775177, 1.639262, -1.312642], [2.620603, 1.922689, 0.227884], [2.691598, 0.347531, -0.413915], [1.754327, -0.537030, 2.048975], [0.483147, 0.596445, 2.560685], [2.037603, 1.303698, 2.283121], [-2.781870, 0.068582, 0.704437], [-2.699287, -1.591996, 0.424464], [-1.633025, -0.939318, 1.616757], [-2.335707, -2.037884, -1.604029], [-0.567413, -2.022571, -1.802561], [-1.526921, -0.824048, -2.666066], [0.220206, 1.420962, 0.400776], [-1.324174, 0.459605, -0.986935]],
  "forces_ev_per_angstrom": [[-1.599, -0.883, -1.825], [-3.247, -1.281, -2.839], [5.003, 0.472, -3.119], [2.700, -1.362, 1.108], [-2.766, 0.777, -1.252], [0.409, -1.860, 1.677], [-1.793, -2.929, 0.763], [2.027, -0.505, 0.212], [-0.116, 0.812, 1.067], [0.758, -0.047, 0.025], [0.428, 0.295, -0.452], [0.780, -0.695, 1.264], [1.610, 2.257, 1.517], [1.803, -1.235, -0.787], [-0.431, 1.518, 0.560], [-3.478, 0.071, 2.471], [-0.881, -1.317, -0.164], [-1.761, 2.203, 0.519], [-0.461, -0.773, -0.322], [-0.534, 0.599, -1.240], [1.667, 1.060, 0.235], [1.571, -1.519, -0.620], [0.409, -0.612, 1.201], [-2.390, 2.395, 0.088], [0.291, 2.556, -0.089]]
}

=====

{
  "formula": "C4H8N3",
  "method": "ωB97M-V/def2-TZVPD",
  "smiles": "C=N/N=C\\[NH+]=C\\C",
  "orbital_gap_ha": [0.302, 0.302],
  "e_lumo_ev": [-4.8, -4.8],
  "relative_energy_kj_mol": 533.1,
  "homo_energy_ha": [-0.480, -0.480],
  "total_charge": 1,
  "species": ["C", "N", "N", "C", "N", "C", "C", "H", "H", "H", "H", "H", "H", "H", "H"],
  "coordinates": [[1.811152, -1.655953, -0.636330], [1.948663, -0.570689, -0.049135], [2.078786, 0.636068, 0.225019], [1.102548, 1.419921, 0.499194], [-0.205844, 1.121835, 0.474572], [-0.781040, 0.066896, 0.008028], [-2.239888, -0.018048, 0.103319], [1.894758, -2.621722, -0.282778], [1.875996, -1.589843, -1.762330], [1.352962, 2.397135, 0.848208], [-1.007095, 1.703509, 0.896177], [-0.228676, -0.721993, -0.386308], [-2.373269, -0.107780, -0.973539], [-2.765852, 0.918339, 0.428988], [-2.463208, -0.977681, 0.606910]],
  "forces_ev_per_angstrom": [[1.369, 2.241, -4.180], [-0.379, -0.780, 1.898], [0.061, -0.548, -0.565], [1.991, 1.983, 0.621], [-3.817, -0.376, 0.408], [-0.969, 1.063, 1.625], [0.373, -0.177, -0.698], [-0.094, -1.706, 1.716], [-0.406, -0.298, 0.811], [0.105, 0.377, 0.021], [2.510, -0.035, -0.495], [0.628, -0.892, -0.721], [-1.293, -0.420, -0.288], [0.496, -1.108, 0.112], [-0.576, 0.676, -0.265]]
}

=====

{
  "formula": "C3H3BrO",
  "method": "ωB97M-V/def2-TZVPD",
  "smiles": "CC(Br)=C=O",
  "orbital_gap_ha": 0.327,
  "e_lumo_ev": -0.2,
  "relative_energy_kj_mol": 63.9,
  "homo_energy_ha": -0.334,
  "total_charge": 0,
  "species": ["C", "C", "Br", "C", "O", "H", "H", "H"],
  "coordinates": [[0.227046, 0.023229, 0.012325], [1.553777, -0.679974, -0.056897], [3.111694, 0.467670, 0.103213], [1.642732, -1.935461, -0.114873], [1.562931, -3.126849, -0.089186], [0.427562, 0.695349, 0.791894], [-0.678385, -0.488390, 0.368874], [-0.026372, 0.407918, -0.949469]],
  "forces_ev_per_angstrom": [[-0.245, -1.007, 0.082], [0.253, 3.012, 0.144], [-0.691, -0.809, -0.204], [-0.138, -6.030, 0.291], [0.495, 2.787, -0.290], [-0.254, 1.864, 0.594], [0.664, -0.775, -0.159], [-0.084, 0.958, -0.458]]
}